(1)
Molecular formula: C37H41Cl2F5N2O2
Method: DFT, the ωB97M-V functional and the def2-TZVPD basis

* spin multiplicity: 1
* highest occupied orbital energy: -9.08 eV
* energy relative to the best compared isomer or geometry (same formula, charge and spin): 361.5 kJ/mol
* Kohn-Sham gap: 9.13 eV
* SMILES string: Fc1ccccc1.Fc1ccccc1.Fc1ccccc1.Fc1ccccc1.Fc1ccccc1.CNC(C)=O.CNC(C)=O.ClCCl

Last column: Mulliken charge in e.
Element x y z (Å)
Cl  -15.754  -12.069  4.211  -0.155
Cl  -16.430  -13.463  1.909  -0.130
F  -21.575  -11.679  -2.093  -0.275
F  -12.081  -16.661  -2.651  -0.303
F  -17.687  -6.934  -7.865  -0.296
F  -8.217  -6.972  -3.326  -0.267
F  -10.658  1.104  -4.502  -0.295
O  -19.261  -2.625  4.118  -0.643
O  -15.180  -6.936  -1.823  -0.652
N  -18.465  -4.032  2.483  -0.152
N  -14.046  -7.245  -0.068  -0.189
C  -11.698  -0.978  -4.525  -0.298
C  -16.256  -8.054  -0.032  -0.916
C  -5.923  -7.318  -3.321  -0.573
C  -21.805  -11.827  -4.541  -0.272
C  -14.646  -8.917  -7.824  -0.474
C  -19.214  -3.419  1.383  -0.812
C  -4.930  -8.286  -2.907  -0.242
C  -10.922  -0.072  -5.138  0.386
C  -23.908  -12.141  -5.503  -0.233
C  -22.565  -11.870  -5.617  -0.464
C  -7.162  -7.568  -2.751  0.586
C  -15.490  -7.830  -7.612  -0.329
C  -10.414  -13.490  -3.270  -0.308
C  -16.772  -7.870  -8.109  0.279
C  -7.408  -8.460  -1.660  -0.557
C  -10.374  -0.315  -6.393  -0.398
C  -11.508  -12.610  -3.137  -0.567
C  -18.568  -3.561  3.725  0.646
C  -15.112  -10.002  -8.606  -0.370
C  -15.364  -13.546  3.276  -0.222
C  -23.711  -12.300  -3.075  -0.391
C  -11.917  -15.331  -2.812  0.449
C  -10.567  -1.548  -7.043  -0.378
C  -12.986  -14.492  -2.689  -0.456
C  -16.468  -10.013  -9.123  -0.469
C  -10.590  -14.860  -3.097  -0.431
C  -22.349  -11.938  -3.195  0.273
C  -17.237  -8.953  -8.814  -0.210
C  -17.766  -4.383  4.743  -0.829
C  -12.882  -6.317  -0.160  -0.834
C  -15.090  -7.478  -0.771  0.685
C  -6.351  -9.252  -1.230  -0.281
C  -11.294  -2.569  -6.354  -0.446
C  -11.780  -2.289  -5.064  -0.398
C  -24.518  -12.338  -4.288  -0.375
C  -5.085  -9.095  -1.813  -0.484
C  -12.769  -13.126  -2.891  -0.295
H  -3.965  -8.337  -3.390  0.330
H  -13.639  -8.943  -7.433  0.384
H  -18.790  -3.640  0.403  0.298
H  -10.350  -1.919  -8.034  0.332
H  -12.256  -6.631  -0.996  0.263
H  -12.196  -6.277  0.686  0.331
H  -24.141  -12.325  -2.085  0.375
H  -15.991  -8.473  0.938  0.321
H  -12.240  -0.642  -3.653  0.385
H  -6.462  -9.920  -0.388  0.369
H  -15.496  -14.432  3.897  0.265
H  -9.784  0.436  -6.898  0.363
H  -14.092  -7.641  0.860  0.217
H  -14.355  -13.534  2.864  0.242
H  -16.512  -8.843  -0.740  0.280
H  -13.220  -5.301  -0.360  0.271
H  -11.404  -11.549  -3.313  0.399
H  -15.248  -7.105  -6.849  0.413
H  -13.584  -12.435  -2.734  0.383
H  -8.422  -8.622  -1.327  0.406
H  -17.788  -5.322  4.189  0.259
H  -17.083  -7.344  -0.042  0.221
H  -11.435  -3.555  -6.772  0.374
H  -17.921  -4.863  2.299  0.168
H  -14.519  -10.851  -8.914  0.345
H  -13.970  -14.936  -2.719  0.389
H  -25.594  -12.425  -4.322  0.337
H  -16.889  -10.830  -9.691  0.375
H  -19.374  -2.343  1.443  0.276
H  -9.386  -13.196  -3.425  0.355
H  -22.193  -11.771  -6.626  0.346
H  -16.802  -3.941  4.992  0.221
H  -18.209  -8.949  -9.285  0.351
H  -12.166  -2.982  -4.331  0.375
H  -20.744  -11.629  -4.562  0.369
H  -4.257  -9.716  -1.506  0.339
H  -5.743  -6.686  -4.178  0.372
H  -20.195  -3.874  1.526  0.302
H  -9.734  -15.510  -3.207  0.383
H  -18.403  -4.552  5.611  0.268
H  -24.665  -12.168  -6.274  0.309

=====

(2)
Molecular formula: C7H11NO
Method: DFT, the ωB97M-V functional and the def2-TZVPD basis

* spin multiplicity: 3
* highest occupied orbital energy (alpha / beta): -5.27 / -11.31 eV
* energy relative to the best compared isomer or geometry (same formula, charge and spin): 74.7 kJ/mol
* Kohn-Sham gap (alpha / beta): 5.58 / 9.52 eV

Last column: natural (NBO) charge in e.
Element x y z (Å)
O  0.111  -1.956  0.468  -0.635
N  -4.914  0.633  -0.179  -0.312
C  1.659  1.063  -1.119  -0.620
C  -2.501  -0.420  0.103  -0.561
C  -3.818  0.336  -0.157  0.289
C  2.059  0.279  1.231  -0.602
C  0.106  -0.696  -0.103  0.202
C  1.507  -0.113  -0.178  -0.285
C  -1.062  0.006  -0.305  -0.126
H  2.320  1.856  -0.626  0.221
H  0.643  1.393  -1.479  0.207
H  1.519  1.144  1.616  0.201
H  -0.849  -2.351  0.358  0.476
H  3.182  0.497  1.253  0.204
H  2.147  -0.964  -0.518  0.221
H  2.017  0.859  -2.136  0.221
H  -2.658  -1.419  -0.355  0.234
H  -1.040  0.922  -0.974  0.195
H  -2.423  -0.542  1.201  0.256
H  1.993  -0.527  1.897  0.212

=====

(3)
Molecular formula: C6BCl5F10OPdSb
Method: DFT, the ωB97M-V functional and the def2-TZVPD basis

* spin multiplicity: 4
* highest occupied orbital energy (alpha / beta): -10.94 / -11.02 eV
* Kohn-Sham gap (alpha / beta): 8.87 / 6.17 eV

Last column: natural (NBO) charge in e.
Element x y z (Å)
Sb  10.563  5.798  5.346  3.115
Pd  7.213  6.304  5.888  1.523
Cl  6.315  10.952  6.120  0.189
Cl  7.540  7.752  11.305  0.138
Cl  7.815  6.355  8.494  0.173
Cl  8.072  10.767  11.307  0.132
Cl  6.655  12.429  8.918  0.157
F  11.915  6.102  6.665  -0.653
F  9.446  7.300  6.138  -0.717
F  4.545  5.104  6.801  -0.551
F  6.216  4.282  5.332  -0.559
F  11.180  6.918  3.964  -0.641
F  9.663  4.683  6.614  -0.685
F  5.244  6.271  4.848  -0.557
F  3.991  4.275  4.651  -0.528
F  8.960  5.382  4.245  -0.692
F  11.566  4.284  4.673  -0.653
O  6.944  8.302  6.169  -0.537
C  7.488  8.619  9.824  -0.053
C  6.992  10.834  8.737  -0.176
C  6.713  10.157  7.541  -0.037
C  7.363  7.974  8.584  -0.147
C  7.448  10.083  9.831  0.043
C  6.955  8.700  7.411  0.381
B  4.933  4.952  5.426  1.337

=====

(4)
Molecular formula: C4H6O2S
Method: DFT, the ωB97M-V functional and the def2-TZVPD basis

* spin multiplicity: 1
* highest occupied orbital energy: -8.98 eV
* energy relative to the best compared isomer or geometry (same formula, charge and spin): 197.1 kJ/mol
* Kohn-Sham gap: 8.97 eV
* SMILES string: O=C/C=C\SCO

Last column: natural (NBO) charge in e.
Element x y z (Å)
S  1.127  1.081  0.566  0.213
O  2.679  -1.022  -0.139  -0.699
O  -0.939  -1.119  1.074  -0.542
C  -0.519  1.542  0.098  -0.256
C  -1.622  -0.632  0.195  0.384
C  -1.496  0.785  -0.243  -0.398
C  1.367  -0.571  -0.286  -0.155
H  2.849  -1.111  0.835  0.469
H  -0.648  2.636  -0.027  0.228
H  -2.391  1.412  -0.603  0.232
H  0.711  -1.284  0.073  0.198
H  -2.428  -1.274  -0.146  0.132
H  1.310  -0.442  -1.397  0.192

=====

Listing DFT total energy for the structures above in their given order: -3114.06109; -403.10179; -3996.67254; -704.60446 hartree.